(1)
Here is a cluster of 2 separate species, C7H8Cl in total in a non-equilibrium geometry from the Open Molecules 2025 dataset. Energies are from wB97M-V/def2-TZVPD.

Positions of all 16 atoms, in Å:
1 Cl -3.874 0.694 0.208
2 H -3.346 -0.171 1.002
3 C -3.431 -1.340 2.340
4 C -2.064 -1.572 2.692
5 C -1.665 -2.584 3.605
6 C -0.310 -2.800 3.841
7 C 0.702 -2.071 3.174
8 C 0.326 -1.071 2.283
9 C -1.039 -0.811 2.103
10 H -4.006 -0.638 2.955
11 H -3.923 -2.094 1.714
12 H -2.456 -3.161 4.088
13 H -0.027 -3.576 4.549
14 H 1.760 -2.288 3.352
15 H 1.095 -0.506 1.739
16 H -1.279 0.029 1.456

The relative energy (zero: lowest compared OMol25 entry of this formula, charge and spin) is 0.0 kcal per mole. For the gap between HOMO and LUMO (alpha / beta), the calculation gives 9.98 / 8.56 eV. For the highest occupied orbital energy (alpha / beta), the calculation gives -0.331 / -0.345 Ha. As for the spin multiplicity: 2. The charge is 0.

Atom charges from the Mulliken analysis, given in e for atoms 1 to 8: -0.26 0.24 -1.36 1.01 -0.42 -0.39 -0.40 -0.64



(2)
Here is an isolated molecule of C7H8ClN3S in a non-equilibrium geometry from the Open Molecules 2025 dataset. Energies are from wB97M-V/def2-TZVPD.

Positions of all 20 atoms, in Å:
1 N 1.382 -0.066 2.132
2 N 0.067 0.018 2.592
3 C -1.001 -0.639 2.087
4 S -2.344 -0.925 3.069
5 N -0.955 -1.029 0.784
6 C -0.307 -0.342 -0.285
7 C -0.236 1.055 -0.290
8 C 0.260 1.752 -1.406
9 C 0.569 1.040 -2.554
10 C 0.443 -0.359 -2.545
11 C -0.046 -1.044 -1.441
12 Cl -0.361 -2.754 -1.536
13 H 1.448 0.498 1.304
14 H 1.550 -1.035 1.785
15 H -0.061 0.435 3.518
16 H -1.656 -1.725 0.508
17 H -0.581 1.620 0.586
18 H 0.298 2.844 -1.389
19 H 0.948 1.540 -3.439
20 H 0.583 -0.885 -3.478

The relative energy (zero: lowest compared OMol25 entry of this formula, charge and spin) is 0.0 kcal per mole. For the gap between HOMO and LUMO, the calculation gives 8.65 eV. For the highest occupied orbital energy, the calculation gives -0.301 Ha. As for the spin multiplicity: 1. Its SMILES is NNC(=S)Nc1ccccc1Cl. The charge is 0.

Atom charges from the Mulliken analysis, given in e for atoms 1 to 8: -0.73 0.08 -0.01 -0.40 -0.10 0.03 -0.21 -0.46



(3)
Here is a cluster of 2 separate species, C7H8ClN4O2 in total in a non-equilibrium geometry from the Open Molecules 2025 dataset. Energies are from wB97M-V/def2-TZVPD.

Positions of all 22 atoms, in Å:
1 C -0.409 -0.546 -0.998
2 C 2.783 -0.684 0.932
3 C 3.093 -0.717 -1.375
4 C 3.715 -0.511 -0.095
5 C 0.947 -0.527 -0.612
6 C 2.401 3.217 0.575
7 C -1.500 0.040 -0.377
8 N 1.842 -0.707 -1.616
9 N -2.727 -0.402 -0.848
10 N -1.604 0.927 0.602
11 N 1.342 -0.484 0.715
12 O 3.481 3.527 0.467
13 O 1.306 2.886 0.776
14 Cl 5.419 -0.520 0.027
15 H -0.533 -1.057 -1.867
16 H 3.134 -1.116 1.843
17 H 3.691 -0.922 -2.231
18 H -3.644 -0.021 -0.456
19 H -2.678 -0.788 -1.705
20 H -2.567 1.175 0.683
21 H -0.883 1.345 1.145
22 H 0.762 -0.702 1.595

For the gap between HOMO and LUMO, the calculation gives 7.78 eV. For the highest occupied orbital energy, the calculation gives -0.440 Ha. As for the spin multiplicity: 1. The charge is +1.

Atom charges from the Mulliken analysis, given in e for atoms 1 to 8: -0.63 -0.35 -0.03 0.08 0.24 0.71 0.76 -0.50



(4)
Here is an isolated molecule of C7H8ClNO in a non-equilibrium geometry from the Open Molecules 2025 dataset. Energies are from wB97M-V/def2-TZVPD.

Positions of all 18 atoms, in Å:
1 O -1.680 1.796 2.753
2 N -0.496 1.588 2.554
3 C -0.127 1.382 1.093
4 C -0.746 0.101 0.522
5 Cl -1.878 0.292 -0.753
6 C 0.521 -0.588 -0.028
7 C 0.993 0.320 -1.048
8 C 1.677 1.394 -0.496
9 C 1.365 1.197 0.964
10 C 1.596 -0.310 1.088
11 H -0.437 2.313 0.598
12 H -1.098 -0.575 1.330
13 H 0.416 -1.605 -0.397
14 H 1.111 -0.057 -2.067
15 H 2.435 1.849 -0.987
16 H 1.978 1.862 1.472
17 H 1.226 -0.779 2.026
18 H 2.666 -0.656 0.903

The relative energy (zero: lowest compared OMol25 entry of this formula, charge and spin) is 63.2 kcal per mole. For the gap between HOMO and LUMO, the calculation gives 8.82 eV. For the highest occupied orbital energy, the calculation gives -0.333 Ha. As for the spin multiplicity: 1. Its SMILES is O=N[C@@H]1[C@@H](Cl)[C@H]2C=C[C@@H]1C2. The charge is 0.

Atom charges from the Mulliken analysis, given in e for atoms 1 to 8: -0.31 -0.20 0.04 -0.16 -0.19 -0.32 -0.36 -0.88



(5)
Here is the ion C7H8ClO with charge +1 in a non-equilibrium geometry from the Open Molecules 2025 dataset. Energies are from wB97M-V/def2-TZVPD.

Positions of all 17 atoms, in Å:
1 C -1.091 -0.947 -0.739
2 C -1.665 0.076 0.164
3 C -0.071 -1.412 -0.035
4 C 0.286 0.966 0.951
5 C 0.662 -0.508 0.978
6 C -1.940 -1.451 -1.837
7 C 1.164 2.034 0.959
8 O -0.966 1.033 0.711
9 Cl -3.308 -0.188 0.554
10 H 0.396 -0.891 1.987
11 H 1.828 -0.640 0.819
12 H -2.628 -0.673 -2.024
13 H -2.502 -2.311 -1.635
14 H -1.360 -1.451 -2.806
15 H 1.763 1.847 1.865
16 H 0.694 3.081 1.046
17 H 1.870 2.038 0.057

For the gap between HOMO and LUMO (alpha / beta), the calculation gives 6.56 / 8.23 eV. For the highest occupied orbital energy (alpha / beta), the calculation gives -0.434 / -0.539 Ha. As for the spin multiplicity: 3. The charge is +1.

Atom charges from the Mulliken analysis, given in e for atoms 1 to 8: 0.56 0.29 -0.28 0.71 -0.33 -1.32 -1.21 -0.26



(6)
Here is a structure of composition C7H8F2O4P in a non-equilibrium geometry from the Open Molecules 2025 dataset. Energies are from wB97M-V/def2-TZVPD.

Positions of all 22 atoms, in Å:
1 C -3.979 1.204 -1.187
2 C -0.456 -3.344 -0.154
3 C 0.668 0.102 1.306
4 C 0.743 -0.068 0.091
5 C 0.642 0.364 2.719
6 C 2.079 1.200 -1.515
7 C 1.536 -0.184 -1.164
8 O -4.435 2.225 -1.484
9 O -0.758 -4.467 -0.115
10 O -3.497 0.185 -0.860
11 O -0.132 -2.235 -0.122
12 F -1.623 1.423 0.294
13 F -1.784 -0.782 1.000
14 P -1.164 -0.078 -0.269
15 H 1.027 -0.508 3.344
16 H -0.357 0.410 2.746
17 H 1.159 1.221 3.094
18 H 1.414 2.054 -1.774
19 H 2.837 1.024 -2.323
20 H 2.612 1.635 -0.664
21 H 2.560 -0.765 -0.899
22 H 0.907 -0.617 -2.065

The relative energy (zero: lowest compared OMol25 entry of this formula, charge and spin) is 0.0 kcal per mole. For the gap between HOMO and LUMO, the calculation gives 9.82 eV. For the highest occupied orbital energy, the calculation gives -0.545 Ha. As for the spin multiplicity: 1. The charge is +1.

Atom charges from the Mulliken analysis, given in e for atoms 1 to 8: 0.82 0.58 0.04 1.04 -1.40 -1.26 -0.07 -0.30



(7)
Here is a cluster of 2 separate species, C7H8F2OS in total in a non-equilibrium geometry from the Open Molecules 2025 dataset. Energies are from wB97M-V/def2-TZVPD.

Positions of all 19 atoms, in Å:
1 C -0.540 -2.716 0.180
2 S 0.625 -1.556 0.070
3 O 2.022 -2.059 0.285
4 C 0.523 -0.571 -1.407
5 C -0.584 0.130 -1.501
6 C -1.494 0.591 -0.423
7 C -2.681 1.084 -0.722
8 F -3.667 1.272 0.220
9 H -1.600 -2.617 0.083
10 H -0.192 -3.730 0.403
11 H -0.803 0.538 -2.498
12 H -1.142 0.233 0.488
13 H -2.958 1.209 -1.843
14 C 2.313 1.500 1.746
15 C 1.985 1.197 0.437
16 F 1.357 2.185 -0.235
17 H 2.201 2.396 2.291
18 H 2.713 0.685 2.416
19 H 1.920 0.229 0.010

The relative energy (zero: lowest compared OMol25 entry of this formula, charge and spin) is 20.9 kcal per mole. For the gap between HOMO and LUMO (alpha / beta), the calculation gives 7.26 / 7.32 eV. For the highest occupied orbital energy (alpha / beta), the calculation gives -0.334 / -0.332 Ha. As for the spin multiplicity: 1. Its SMILES is C=S(=O)=C=C/C=C/F.C=CF. The charge is 0.

Atom charges from the Mulliken analysis, given in e for atoms 1 to 8: -0.72 0.67 -0.58 -0.32 -0.16 -0.07 -0.31 -0.24



(8)
Here is a cluster of 2 separate species, C7H8F3NO2 in total in a non-equilibrium geometry from the Open Molecules 2025 dataset. Energies are from wB97M-V/def2-TZVPD.

Positions of all 21 atoms, in Å:
1 C -1.373 2.505 0.093
2 C -0.543 1.708 0.884
3 C -1.895 1.660 -0.856
4 C -0.506 0.456 0.277
5 C -0.066 -0.843 0.697
6 C 1.968 -0.884 -0.274
7 C 2.795 0.286 0.112
8 N -0.755 -1.992 0.221
9 O -1.322 0.411 -0.785
10 O 1.486 -0.986 -1.643
11 F 4.107 0.375 -0.384
12 F 2.264 1.504 -0.189
13 F 2.999 0.257 1.437
14 H -1.809 3.546 0.310
15 H 0.132 2.102 1.643
16 H -2.562 1.996 -1.652
17 H 0.513 -0.929 1.602
18 H 2.403 -1.785 -0.117
19 H -1.206 -1.682 -0.672
20 H -0.176 -2.811 0.133
21 H 0.577 -0.662 -1.685

The relative energy (zero: lowest compared OMol25 entry of this formula, charge and spin) is 43.3 kcal per mole. For the gap between HOMO and LUMO (alpha / beta), the calculation gives 7.92 / 7.92 eV. For the highest occupied orbital energy (alpha / beta), the calculation gives -0.291 / -0.291 Ha. As for the spin multiplicity: 1. The charge is 0.

Atom charges from the Mulliken analysis, given in e for atoms 1 to 8: -0.13 -0.85 -0.50 1.23 -0.86 -0.59 0.83 -0.48



What did we get for energy? Answer: -19909.17745; -35216.26932; -29959.74614; -23444.45073; -21945.09046; -30294.91405; -25698.21790; -21123.02508 eV, in the order shown.